AgH10O6 | ωB97M-V/def2-TZVPD

2S+1	2
HOMO-LUMO gap (spin up / spin down)	3.63 / 3.62	eV
ΔE to the lowest compared entry with this formula, charge and spin	455.53	kJ/mol
<S²>	0.838

The geometry in XYZ format:
```
17
Properties=species:S:1:pos:R:3:forces:R:3
H -1.007 -5.045 0.715 0.29 0.57 0.10
H -4.258 0.906 -0.968 -0.14 0.18 0.06
H 4.648 -1.274 3.018 -0.09 -0.10 -0.10
H 1.422 4.114 -1.858 0.11 0.02 -0.23
O -0.497 -4.342 1.161 -0.07 0.10 -0.23
H 0.668 4.683 -0.675 -0.13 0.18 0.14
O 1.229 -1.808 -3.707 0.01 0.22 0.22
O -3.570 0.258 -1.118 0.26 0.10 -0.02
Ag 0.660 -0.389 0.144 -0.29 -0.66 0.09
O 4.179 -1.562 2.211 0.05 0.13 0.06
H -0.366 1.485 4.293 0.16 -0.10 0.18
H 1.107 -1.433 -4.579 -0.05 0.13 -0.20
H -1.706 2.117 3.982 -0.23 0.08 0.05
H -4.041 -0.553 -1.308 -0.05 -0.29 -0.02
H 1.426 -2.731 -3.868 0.03 -0.29 0.08
O -0.950 1.702 3.566 0.12 0.00 -0.28
O 1.054 3.873 -1.008 0.02 -0.27 0.10
```
Positions in Å, forces in eV/Å.